Entry 1:
113
Properties=species:S:1:pos:R:3 method="wB97M-V/def2-TZVPD" gap_ev=7.07 smiles="C#CCCCC1=C(C(F)(F)F)C(=O)C(CCCCCCC)=CC1=O.CCN(CC)CC.CCN(CC)CC.CCN(CC)CC" max_force_ha_per_bohr=0.031 charge=0 multiplicity=1
C 8.627 -0.785 -1.790
C 7.914 -0.668 -2.731
C 6.935 -0.542 -3.790
C 5.567 -1.061 -3.278
C 5.021 -2.224 -4.105
C 3.685 -2.651 -3.567
C 2.571 -2.868 -4.277
C 2.547 -2.783 -5.785
F 3.614 -3.406 -6.349
F 2.598 -1.485 -6.181
F 1.432 -3.322 -6.317
C 1.305 -3.174 -3.530
O 0.464 -3.924 -3.938
C 1.191 -2.550 -2.178
C -0.152 -2.171 -1.635
C -1.026 -1.316 -2.554
C -0.731 0.186 -2.486
C 0.745 0.584 -2.506
C 0.943 2.093 -2.712
C 0.553 2.617 -4.092
C 1.440 2.057 -5.226
C 2.315 -2.433 -1.468
C 3.584 -2.855 -2.080
O 4.487 -3.352 -1.464
H 9.027 -0.963 -0.817
H 7.270 -1.091 -4.666
H 6.862 0.521 -4.018
H 4.828 -0.258 -3.265
H 5.726 -1.347 -2.244
H 5.714 -3.064 -4.138
H 4.907 -1.862 -5.124
H -0.686 -3.093 -1.393
H 0.016 -1.642 -0.699
H -2.057 -1.450 -2.222
H -1.011 -1.673 -3.583
H -1.193 0.623 -1.599
H -1.226 0.661 -3.334
H 1.309 0.032 -3.259
H 1.166 0.360 -1.523
H 0.334 2.608 -1.965
H 1.991 2.337 -2.540
H -0.490 2.405 -4.314
H 0.642 3.703 -4.087
H 1.948 2.849 -5.770
H 0.859 1.467 -5.929
H 2.214 1.408 -4.819
H 2.343 -2.043 -0.460
C -1.708 -0.983 1.611
C -1.225 0.321 2.226
N -2.116 1.438 1.976
C -1.534 2.723 2.323
C -1.211 3.001 3.797
C -3.499 1.238 2.368
C -3.794 0.905 3.838
H -1.866 -0.867 0.537
H -0.956 -1.759 1.763
H -2.636 -1.341 2.059
H -0.258 0.571 1.780
H -1.036 0.156 3.299
H -2.198 3.508 1.951
H -0.610 2.826 1.746
H -2.107 3.212 4.379
H -0.567 3.879 3.871
H -0.684 2.170 4.266
H -3.911 0.436 1.750
H -4.064 2.128 2.080
H -3.093 0.175 4.244
H -4.796 0.479 3.922
H -3.769 1.790 4.472
C -10.333 -1.468 4.967
C -9.427 -1.204 3.774
N -8.125 -1.834 3.890
C -7.175 -1.373 2.895
C -7.455 -1.685 1.418
C -8.137 -3.264 4.141
C -8.849 -4.170 3.126
H -9.855 -1.154 5.896
H -11.261 -0.906 4.854
H -10.601 -2.521 5.057
H -9.262 -0.125 3.704
H -9.961 -1.495 2.856
H -6.187 -1.763 3.156
H -7.093 -0.286 3.001
H -7.249 -2.726 1.175
H -6.806 -1.075 0.787
H -8.484 -1.462 1.139
H -8.590 -3.430 5.121
H -7.101 -3.593 4.254
H -9.805 -3.753 2.805
H -9.052 -5.142 3.579
H -8.244 -4.350 2.239
C 5.612 0.293 0.266
C 5.985 1.754 0.084
N 4.915 2.669 0.446
C 5.167 4.037 0.029
C 6.344 4.787 0.665
C 4.366 2.502 1.780
C 5.321 2.628 2.976
H 4.710 0.054 -0.303
H 6.409 -0.346 -0.111
H 5.424 0.041 1.310
H 6.213 1.919 -0.972
H 6.919 1.951 0.634
H 4.251 4.614 0.187
H 5.318 4.022 -1.055
H 6.125 5.104 1.684
H 6.557 5.689 0.088
H 7.254 4.187 0.679
H 3.889 1.520 1.828
H 3.547 3.216 1.896
H 6.265 2.110 2.801
H 4.863 2.183 3.861
H 5.544 3.666 3.217

=====

Entry 2:
17
Properties=species:S:1:pos:R:3 method="wB97M-V/def2-TZVPD" gap_ev="8.94 / 5.84" max_force_ha_per_bohr=0.028 charge=+1 de_lowest_kcal_mol=36.2 multiplicity=2
C 0.586 -1.668 -1.144
C 0.203 -0.241 -1.017
C -0.232 0.515 -2.107
C 0.831 1.585 0.502
C 0.213 0.392 0.288
C -0.276 -0.363 1.481
C -1.304 0.116 2.160
H -0.221 -2.274 -1.565
H 0.827 -2.128 -0.189
H 1.440 -1.760 -1.815
H -0.895 1.342 -1.913
H 0.120 0.270 -3.102
H 0.585 2.163 1.383
H 1.614 2.041 -0.092
H 0.157 -1.288 1.830
H -1.532 -0.137 3.182
H -1.816 1.032 1.878

=====

Entry 3:
121
Properties=species:S:1:pos:R:3 method="wB97M-V/def2-TZVPD" gap_ev="6.47 / 6.69" max_force_ha_per_bohr=0.055 charge=-2 de_lowest_kcal_mol=4.8 multiplicity=3
Ti 2.314 0.705 -2.527
Cl 2.164 5.882 -2.696
C 0.398 6.073 -2.339
Cl -0.478 4.696 -2.965
H 0.032 6.966 -2.800
H 0.312 6.067 -1.239
C -4.451 4.178 2.914
C -3.162 3.436 3.137
C -3.215 2.108 3.568
C -2.050 1.393 3.837
C -2.130 -0.028 4.285
C -0.825 1.997 3.646
C -0.736 3.323 3.150
C 0.603 3.938 2.939
C -1.912 4.032 2.905
C 0.441 1.281 3.955
C 0.782 1.268 5.298
C 2.024 0.781 5.667
C 2.909 0.225 4.749
C 2.541 0.199 3.411
C 1.282 0.686 2.996
Ge 0.850 0.661 1.070
S 1.995 2.017 -0.270
S -1.348 0.979 0.681
Ge -0.816 -0.477 -1.005
S -0.100 0.439 -2.849
S 0.894 -1.455 0.148
C -2.320 -1.677 -1.263
C -3.603 -1.109 -1.368
C -4.711 -1.940 -1.353
C -4.581 -3.317 -1.330
C -3.344 -3.910 -1.311
C -2.203 -3.077 -1.258
C -0.859 -3.736 -1.299
C -0.064 -3.720 -2.456
C -0.593 -3.219 -3.750
C 1.222 -4.272 -2.399
C 1.694 -4.911 -1.231
C 3.087 -5.471 -1.136
C 0.812 -5.047 -0.146
C -0.452 -4.449 -0.168
C -1.278 -4.545 1.098
C -3.785 0.360 -1.531
C -4.294 1.164 -0.500
C -4.762 0.498 0.790
C -4.378 2.539 -0.659
C -3.941 3.161 -1.807
C -3.973 4.660 -1.946
C -3.578 2.371 -2.898
C -3.472 0.976 -2.778
C -3.277 0.102 -4.010
C 3.521 -0.345 2.427
C 3.488 -1.726 2.219
C 2.613 -2.635 3.094
C 4.302 -2.259 1.228
C 5.214 -1.474 0.502
C 5.996 -2.115 -0.606
C 5.241 -0.127 0.797
C 4.402 0.497 1.719
C 4.491 1.971 1.990
H -5.304 3.529 2.882
H -4.456 4.700 1.997
H -4.596 4.910 3.715
H -4.228 1.692 3.743
H -3.176 -0.195 4.562
H -1.536 -0.216 5.166
H -1.823 -0.685 3.439
H 1.183 3.963 3.853
H 0.540 4.964 2.560
H 1.171 3.404 2.188
H -1.928 5.019 2.449
H 0.121 1.730 6.046
H 2.335 0.872 6.687
H 3.853 -0.169 5.051
H -5.687 -1.471 -1.347
H -5.459 -3.922 -1.271
H -3.235 -5.008 -1.250
H -1.725 -3.292 -3.771
H -0.233 -3.882 -4.527
H -0.289 -2.185 -4.007
H 1.845 -4.202 -3.261
H 3.830 -4.715 -1.363
H 3.227 -6.249 -1.863
H 3.270 -5.847 -0.133
H 1.114 -5.573 0.760
H -0.666 -5.056 1.858
H -2.244 -5.048 0.910
H -1.454 -3.549 1.528
H -4.000 -0.105 1.230
H -5.657 -0.124 0.621
H -5.010 1.251 1.523
H -4.751 3.126 0.150
H -4.041 5.150 -0.945
H -4.837 5.006 -2.524
H -3.079 5.059 -2.462
H -3.302 2.783 -3.852
H -3.023 0.663 -4.863
H -4.218 -0.453 -4.180
H -2.467 -0.595 -3.900
H 1.608 -2.214 3.220
H 3.023 -2.763 4.114
H 2.620 -3.654 2.714
H 4.253 -3.298 1.038
H 5.914 -3.194 -0.684
H 7.031 -1.821 -0.629
H 5.572 -1.730 -1.536
H 5.902 0.515 0.234
H 4.952 2.544 1.188
H 5.045 2.167 2.900
H 3.501 2.426 2.168
O 2.806 -1.290 -2.518
H 3.317 -1.864 -3.219
H 2.251 -1.857 -1.985
Br 4.585 2.074 -2.352
Cl 4.857 0.176 -5.632
C 3.642 1.082 -6.288
Cl 3.966 1.705 -7.841
Cl 3.821 -3.320 -4.615
C 2.428 1.446 -5.574
O 1.562 2.101 -6.044
O 2.345 0.898 -4.383